No. 1
The following is a DFT calculation (ωB97M-V with the def2-TZVPD basis set) of 6 unconnected molecules or ions with the total composition C33H57BNO17P at a distorted geometry.

The value obtained for the total energy is -81395.3628 eV. The molar mass is 781.60 g/mol. As for the SMILES: CCOB(O)[PH3]CCCCCCCCCCCCn1cccc1.O=C1OCCO1.O=C1OCCO1.O=C1OCCO1.O=C1OCCO1.O=C1OCCO1. The calculation puts the LUMO energy at 0.001 Ha. As for the HOMO-LUMO gap: 7.8 eV.

Last column: Mulliken charge in e.
Atoms and positions in Å:
C  12.53559  -1.07126  -0.11247  -0.935
C  11.47294  -0.92478  -1.39530  -0.193
O  10.32574  -0.12216  -0.94374  -0.417
B  9.39082  0.17167  -2.07731  0.805
O  9.49700  -0.67437  -3.28518  -0.562
P  8.18054  1.64681  -1.83180  0.092
C  7.12332  3.20975  -1.52740  -0.819
C  5.67703  3.23072  -2.29898  -0.518
C  4.58700  2.12199  -1.73078  -0.109
C  3.56656  2.75182  -0.59880  -0.569
C  4.03690  2.44730  0.94923  -0.577
C  2.73889  2.15365  1.93741  -0.625
C  2.48670  0.55218  2.21128  -0.547
C  1.18249  -0.07764  1.43644  -0.445
C  1.45485  -1.62746  0.92207  -0.478
C  2.55940  -1.63658  -0.32590  0.109
C  1.68053  -1.70111  -1.70987  0.700
C  2.04759  -2.98282  -2.68633  -1.014
N  1.70808  -2.51360  -4.11600  0.202
C  2.74902  -2.00574  -5.08917  -0.244
C  1.84235  -1.60742  -6.39574  -0.204
C  0.25202  -1.94614  -6.00481  -0.559
C  0.22795  -2.55491  -4.46725  -0.080
H  13.06100  -0.03195  0.13762  0.243
H  13.32348  -1.92843  -0.28201  0.306
H  11.92957  -1.35530  0.85942  0.257
H  11.18811  -2.03709  -1.69027  0.233
H  12.10385  -0.44321  -2.26096  0.249
H  8.99764  -0.24838  -4.04923  0.298
H  9.23185  2.27532  -1.01984  -0.056
H  8.11697  1.78439  -3.28778  -0.147
H  7.21471  0.75409  -1.23858  -0.114
H  6.98595  3.33766  -0.37186  0.279
H  7.76138  4.13963  -1.90781  0.380
H  5.19119  4.29431  -2.06775  0.319
H  5.76376  3.19559  -3.48803  0.202
H  3.90230  1.84808  -2.66735  0.177
H  5.06918  1.11476  -1.38083  0.059
H  2.50253  2.29895  -0.78723  0.182
H  3.47725  3.92521  -0.69648  0.365
H  4.51834  3.45516  1.35229  0.288
H  4.86703  1.62713  1.04051  0.264
H  1.77873  2.69977  1.55021  0.328
H  3.01458  2.63486  2.98214  0.325
H  3.49916  0.00400  1.98474  0.278
H  2.27383  0.43811  3.37123  0.367
H  0.81529  0.64649  0.59334  0.169
H  0.31372  -0.14087  2.23075  0.260
H  1.91507  -2.31151  1.75719  0.340
H  0.41725  -2.08703  0.62096  0.030
H  3.13075  -0.59316  -0.25228  -0.432
H  3.37587  -2.46797  -0.21551  0.415
H  0.52276  -1.71428  -1.54012  -0.586
H  1.92577  -0.72999  -2.35860  0.168
H  3.18203  -3.30766  -2.57999  0.360
H  1.38675  -3.94153  -2.45250  0.249
H  3.89406  -1.92846  -4.86033  0.293
H  2.26788  -1.14608  -7.38396  0.119
H  -0.71272  -1.78211  -6.65108  0.274
H  -0.65891  -2.91010  -3.78943  0.240
C  -3.49406  -3.03108  -0.43657  -0.382
C  -3.33782  -2.24593  0.82522  -0.116
O  -2.18335  -1.46491  0.58168  -0.274
C  -2.05771  -1.35404  -0.77316  0.638
O  -1.27057  -0.60942  -1.33320  -0.547
O  -2.92810  -2.18399  -1.41896  -0.336
H  -4.54129  -3.24571  -0.66651  0.315
H  -2.93400  -3.97181  -0.41588  0.233
H  -4.18516  -1.57695  1.00903  0.073
H  -3.19510  -2.88715  1.69936  0.361
C  -7.29012  0.70870  3.49816  -0.173
C  -7.76494  0.44245  2.10652  -0.335
O  -6.79709  -0.45621  1.59878  -0.308
C  -6.22646  -1.07411  2.67407  0.703
O  -5.47274  -2.03012  2.59912  -0.581
O  -6.61003  -0.48344  3.84346  -0.309
H  -8.11495  0.89884  4.19036  0.177
H  -6.58466  1.54479  3.54662  0.269
H  -8.74552  -0.04470  2.08533  0.273
H  -7.80642  1.35131  1.49996  0.305
C  -8.46138  -1.28146  8.10509  -0.322
C  -8.72412  -2.47833  7.24984  -0.326
O  -9.81122  -2.06874  6.44201  -0.297
C  -9.78106  -0.70463  6.39787  0.735
O  -10.46977  -0.02415  5.65605  -0.610
O  -8.87938  -0.20187  7.29101  -0.293
H  -7.40485  -1.18181  8.36865  0.297
H  -9.05863  -1.28397  9.02289  0.277
H  -7.87552  -2.72426  6.60277  0.266
H  -8.98931  -3.36057  7.83889  0.299
C  -13.27195  2.71689  6.90727  -0.326
C  -13.48790  1.37191  6.29295  0.102
O  -14.69138  0.93009  6.89174  -0.314
C  -15.36656  2.04569  7.29576  0.634
O  -16.51782  2.04582  7.69862  -0.545
O  -14.58598  3.16050  7.18918  -0.319
H  -12.76664  3.40875  6.22783  0.301
H  -12.70837  2.66299  7.84458  0.273
H  -13.63127  1.42568  5.20858  0.207
H  -12.66986  0.67938  6.50940  -0.022
C  4.10084  0.26275  -9.12513  -0.317
C  4.25707  1.04790  -7.86334  -0.154
O  5.41155  1.82892  -8.10688  -0.308
C  5.53719  1.93979  -9.46171  0.574
O  6.32432  2.68440  -10.02176  -0.549
O  4.66680  1.10983  -10.10752  -0.326
H  3.05360  0.04811  -9.35506  0.343
H  4.66090  -0.67799  -9.10444  0.290
H  3.40973  1.71687  -7.67952  0.226
H  4.39980  0.40667  -6.98920  0.226

---

No. 2
The following is a DFT calculation (ωB97M-V with the def2-TZVPD basis set) of a molecular structure, C33H57BrN2O2RuSi at a distorted geometry.

The value obtained for the total energy is -122716.6411 eV. The molar mass is 722.89 g/mol. Its spin multiplicity is 6. The net charge is +1. The calculation puts the LUMO energy (spin up / spin down) at -0.092 / -0.182 Ha. As for the HOMO-LUMO gap (spin up / spin down): 7.9 / 6.5 eV.

Last column: Mulliken spin population.
Atoms and positions in Å:
O  -0.78753  0.63256  -2.21324  0.014
O  -0.93968  -2.03234  -5.50785  -0.002
C  -2.10960  1.23254  -2.39841  -0.001
C  -2.19643  2.65251  -1.89858  0.011
H  -2.80086  0.56110  -1.86741  0.004
H  -2.30733  1.16338  -3.48016  0.002
H  -1.55359  2.80264  -1.01533  -0.004
H  -3.23163  2.85988  -1.61696  -0.002
H  -1.91544  3.37467  -2.67843  0.000
C  0.26758  1.45757  -2.75832  0.132
C  0.11361  1.60309  -4.26714  0.001
H  1.20862  0.96356  -2.46791  -0.072
H  0.22763  2.42915  -2.24407  0.018
H  -0.05046  0.62956  -4.74362  0.001
H  1.03562  2.02604  -4.67723  0.001
H  -0.71897  2.28126  -4.50843  0.000
C  0.02571  -3.02507  -5.91179  0.000
C  -1.69777  -1.47042  -6.58866  0.000
C  1.43233  -2.46984  -5.93372  -0.001
H  -0.24270  -3.41774  -6.90908  0.000
H  -0.02007  -3.86697  -5.20113  0.001
H  1.49375  -1.60946  -6.61019  0.000
H  2.11195  -3.25418  -6.28117  0.000
H  1.75552  -2.15277  -4.93526  0.001
C  -0.84305  -0.81503  -7.65822  0.000
H  -2.38270  -0.74155  -6.13705  0.000
H  -2.31120  -2.26108  -7.05700  0.000
H  -0.12985  -0.09755  -7.23558  0.000
H  -1.50135  -0.27706  -8.34497  0.000
H  -0.29087  -1.56293  -8.23796  0.000
H  -1.57844  -1.46078  -3.21951  -0.004
N  1.03238  1.11797  1.06393  0.292
C  1.50761  0.83036  2.28826  0.051
C  1.72159  -0.48459  2.69154  0.145
C  1.90807  -1.57868  1.85391  0.008
C  1.83563  1.96285  3.21953  0.015
H  0.97389  2.60863  3.42347  -0.001
H  2.66062  2.58543  2.84939  0.000
H  2.15978  1.54409  4.17854  0.002
C  2.65524  -2.79887  2.33274  0.016
H  3.40147  -3.12955  1.58788  -0.001
H  1.96018  -3.63041  2.53017  0.000
H  3.18866  -2.56912  3.26413  0.001
N  1.41428  -1.61334  0.61890  0.289
C  0.92471  2.48699  0.63773  0.061
C  -0.21325  3.23272  0.99410  -0.053
C  -1.28215  2.68516  1.88338  -0.009
C  -0.25244  4.57946  0.61533  -0.014
H  -1.11683  5.18205  0.89889  0.000
C  0.82414  5.15140  -0.05787  0.036
H  0.78533  6.19701  -0.34346  0.001
C  1.98411  4.42195  -0.30960  -0.010
H  2.86197  4.88669  -0.75379  0.000
C  2.06701  3.08633  0.07876  -0.067
C  3.39266  2.39660  0.07267  0.008
C  1.53232  -2.71312  -0.29561  -0.010
C  0.70447  -3.84345  -0.15749  -0.017
C  -0.33967  -3.90091  0.91017  -0.022
C  0.85675  -4.86047  -1.09931  -0.018
H  0.23627  -5.75401  -1.01426  0.000
C  1.78161  -4.75317  -2.14330  0.048
H  1.87639  -5.56477  -2.85965  0.001
C  2.56691  -3.60980  -2.27161  -0.018
H  3.29127  -3.52620  -3.08736  0.001
C  2.44696  -2.56325  -1.35521  -0.047
C  3.21573  -1.28866  -1.46339  0.044
Ru  0.31741  -0.21887  -0.22437  3.748
H  -2.27615  2.79288  1.42596  0.003
H  -1.30457  3.23684  2.83855  0.001
H  -1.13672  1.62410  2.11022  -0.009
H  3.33353  1.31993  -0.14619  -0.002
H  3.90819  2.52290  1.04115  0.002
H  4.03706  2.86240  -0.68789  0.001
H  -1.12321  -4.62702  0.65032  0.001
H  -0.84041  -2.92699  1.02257  0.004
H  0.06572  -4.19489  1.88972  0.000
H  3.74810  -1.05791  -0.52862  0.003
H  2.56415  -0.42848  -1.70822  -0.025
H  3.96917  -1.36263  -2.26077  -0.003
H  1.94358  -0.62820  3.75047  -0.001
C  -1.64816  -2.45392  -2.72359  0.019
Si  -2.98633  -3.63079  -3.35173  0.001
H  -0.66266  -2.92382  -2.80875  0.001
H  -1.83488  -2.28261  -1.65370  -0.009
C  -4.53928  -2.79006  -4.01100  0.000
C  -3.52475  -4.81366  -1.97536  -0.001
C  -2.59611  -4.88449  -4.70891  0.000
H  -3.54074  -5.37329  -5.00827  0.000
H  -1.92708  -5.65969  -4.30666  0.000
H  -2.13060  -4.44651  -5.60160  0.000
H  -5.08934  -2.25011  -3.22120  0.000
H  -5.21581  -3.55598  -4.42065  0.000
H  -4.31500  -2.07877  -4.82074  0.000
H  -3.57863  -4.29922  -1.00791  0.001
H  -2.80388  -5.64121  -1.88661  0.000
H  -4.51249  -5.24937  -2.19752  0.000
Br  -1.88939  -0.50436  0.55583  0.435

---

No. 3
The following is a DFT calculation (ωB97M-V with the def2-TZVPD basis set) of a molecular structure, C33H57BrN2O2SiZn at a distorted geometry.

The value obtained for the total energy is -168562.0081 eV. As for the relative energy (zero: lowest compared OMol25 entry of this formula, charge and spin): 1.9 kcal per mole. The molar mass is 687.21 g/mol. The calculation puts the LUMO energy at 0.016 Ha. As for the HOMO-LUMO gap: 8.6 eV.

Last column: Mulliken charge in e.
Atoms and positions in Å:
O  -0.32291  -0.49979  -1.89647  -0.031
O  2.71649  -1.80289  -2.24533  0.063
C  -1.44594  -1.30474  -2.28828  -0.165
C  -2.75549  -0.59762  -2.62631  -1.515
H  -1.59945  -1.99442  -1.43706  0.121
H  -1.09346  -1.89119  -3.16201  0.272
H  -3.15913  0.00505  -1.80050  0.280
H  -3.48473  -1.38553  -2.83676  0.431
H  -2.68573  0.01243  -3.53570  0.313
C  -0.33621  0.90451  -2.23700  1.555
C  0.38807  1.04753  -3.56041  -1.292
H  0.17751  1.44399  -1.41759  -1.236
H  -1.37838  1.27819  -2.26265  0.076
H  1.27701  0.40363  -3.53866  -0.003
H  0.67582  2.08554  -3.74024  0.467
H  -0.28990  0.70091  -4.34867  0.318
C  4.01825  -1.42047  -1.75477  -0.240
C  2.74463  -2.45560  -3.52670  -0.358
C  4.26692  0.07027  -1.86388  -1.266
H  4.79426  -1.97795  -2.32104  0.496
H  4.09087  -1.73560  -0.69963  0.101
H  4.18467  0.40131  -2.90239  0.368
H  5.28297  0.27157  -1.51139  0.446
H  3.56981  0.64387  -1.24085  0.028
C  3.33899  -1.60223  -4.64148  -1.310
H  1.70707  -2.73130  -3.75147  0.238
H  3.33950  -3.38863  -3.44412  0.382
H  2.86987  -0.61193  -4.68806  0.217
H  3.15706  -2.12289  -5.58945  0.417
H  4.42051  -1.49086  -4.52724  0.346
H  0.87728  -1.75454  -1.00759  -0.736
N  -2.78437  1.98100  1.36196  0.685
C  -2.93025  2.66486  2.50655  1.266
C  -2.04814  2.56593  3.58544  -2.355
C  -0.78701  1.95572  3.60055  1.486
C  -4.06119  3.65494  2.64231  -1.560
H  -4.98878  3.28749  2.18137  0.260
H  -3.78059  4.61758  2.18803  0.177
H  -4.25428  3.83475  3.70745  0.528
C  0.15799  2.26570  4.71605  -1.556
H  1.10381  2.66267  4.32835  0.286
H  0.36177  1.37150  5.31997  0.241
H  -0.29812  3.02018  5.35896  0.487
N  -0.37682  1.09480  2.66622  0.400
C  -3.40851  2.41996  0.15731  -0.342
C  -4.56524  1.76422  -0.32391  1.000
C  -5.16575  0.59943  0.40481  -1.474
C  -5.19621  2.24698  -1.46605  -0.573
H  -6.08778  1.73157  -1.84254  0.416
C  -4.72012  3.37958  -2.12846  -0.822
H  -5.23240  3.74935  -3.01980  0.416
C  -3.61577  4.05787  -1.61546  -0.878
H  -3.26417  4.97260  -2.10114  0.404
C  -2.95354  3.59571  -0.48606  1.520
C  -1.82305  4.38854  0.07007  -1.692
C  0.96665  0.63149  2.53192  -0.296
C  1.35522  -0.56730  3.17572  1.933
C  0.33653  -1.39195  3.89892  -1.563
C  2.69710  -0.94214  3.12632  -0.636
H  3.00922  -1.85229  3.64624  0.420
C  3.63029  -0.17171  2.43917  -1.167
H  4.67790  -0.47785  2.41739  0.419
C  3.23387  0.99223  1.77915  -0.822
H  3.96859  1.59905  1.23532  0.392
C  1.90793  1.40631  1.81509  1.086
C  1.47665  2.65117  1.09109  -0.703
Zn  -1.82871  0.19100  1.69722  0.409
H  -4.82315  -0.35894  -0.01402  0.153
H  -6.26276  0.61499  0.31168  0.480
H  -4.91446  0.61845  1.46957  0.199
H  -1.04264  3.75471  0.49614  0.002
H  -2.15610  5.09118  0.84326  0.286
H  -1.37317  4.98955  -0.72748  0.506
H  0.78216  -2.32140  4.27427  0.430
H  -0.50140  -1.67802  3.24094  0.042
H  -0.08888  -0.86100  4.76321  0.223
H  0.87756  3.31909  1.73013  0.344
H  0.88599  2.40846  0.19141  -0.336
H  2.36195  3.21565  0.75612  0.479
H  -2.30271  3.15871  4.45907  0.344
C  1.00294  -2.25879  -0.00465  2.723
Si  1.62426  -4.05780  0.05532  0.448
H  1.67912  -1.59873  0.55649  -1.053
H  0.03457  -2.23109  0.49452  -0.639
C  0.82711  -5.11016  -1.26824  -1.034
C  1.25182  -4.78220  1.76014  -1.148
C  3.47057  -4.34005  -0.13582  -1.041
H  3.68697  -5.42096  -0.16834  0.417
H  4.01976  -3.92730  0.71632  0.283
H  3.88211  -3.89977  -1.05469  0.207
H  -0.25615  -5.22434  -1.09937  0.307
H  1.27277  -6.11742  -1.27387  0.318
H  0.97401  -4.67243  -2.27018  0.238
H  0.26951  -4.45627  2.13038  0.282
H  2.00914  -4.48001  2.50081  0.296
H  1.24752  -5.88601  1.75061  0.345
Br  -2.49739  -1.93968  1.25442  -0.676